Formula: C5H10N2
Source: the OMol25 dataset
Level of theory: ωB97M-V/def2-TZVPD

```
17
C5H10N2, DFT ωB97M-V/def2-TZVPD
C -2.110 -0.434 0.042
C -1.191 -0.281 -1.166
N -0.105 0.601 -1.385
C 0.440 -0.543 -0.783
C 1.187 -0.510 0.543
C 2.149 0.591 0.856
N 0.898 0.469 1.596
H -2.447 0.642 0.422
H -1.768 -0.890 0.980
H -3.128 -0.814 -0.084
H -1.671 -0.528 -2.139
H -0.051 1.575 -1.158
H 0.799 -1.320 -1.454
H 1.450 -1.492 0.938
H 3.051 0.390 1.435
H 2.258 1.389 0.122
H 0.238 1.154 1.234
```

Its HOMO-LUMO gap is 9.710 eV. The value obtained for the molecular weight is 98.15 g mol⁻¹. Its energy is -305.8889 a.u. The structure (SMILES) is C[C@H]1N[C@H]1[C@H]1CN1. The value obtained for the lowest unoccupied orbital energy is 0.0425 hartree.

Formally, the natural (NBO) partial charges of the atoms, in units of the elementary charge, are as follows:
1. C -0.67
2. C -0.06
3. N -0.64
4. C -0.03
5. C -0.12
6. C -0.25
7. N -0.58
8. H 0.19
9. H 0.22
10. H 0.23
11. H 0.19
12. H 0.38
13. H 0.19
14. H 0.21
15. H 0.20
16. H 0.19
17. H 0.34

Formula: C5H8O
Source: the OMol25 dataset
Level of theory: ωB97M-V/def2-TZVPD

```
14
C5H8O, DFT ωB97M-V/def2-TZVPD
C 1.173 1.375 -0.384
C 0.613 -1.461 -0.497
C -0.020 -1.644 0.843
C -0.758 -0.931 -0.226
C -0.991 0.574 -0.035
O 0.109 1.235 0.530
H 0.946 2.134 -1.149
H 2.059 1.672 0.178
H 1.380 0.423 -0.904
H 0.293 -1.024 1.684
H -0.183 -2.691 1.100
H -1.548 -1.405 -0.809
H -1.814 0.718 0.671
H -1.259 1.024 -1.004
```

Its HOMO-LUMO gap is 8.593 eV. The value obtained for the molecular weight is 84.12 g mol⁻¹. Its energy is -270.3639 a.u. The value obtained for the lowest unoccupied orbital energy is -0.0112 hartree.

Formally, the natural (NBO) partial charges of the atoms, in units of the elementary charge, are as follows:
1. C -0.26
2. C 0.20
3. C -0.62
4. C -0.45
5. C -0.04
6. O -0.53
7. H 0.17
8. H 0.20
9. H 0.19
10. H 0.27
11. H 0.25
12. H 0.25
13. H 0.20
14. H 0.17

Formula: C24H29MgNS5Te
Source: the OMol25 dataset
Level of theory: ωB97M-V/def2-TZVPD

```
61
C24H29MgNS5Te, DFT ωB97M-V/def2-TZVPD
Mg -0.416 -0.380 -0.902
C -0.513 3.927 -1.844
C -1.261 4.244 -0.552
S -1.618 2.677 0.296
C -2.357 3.275 1.847
C -2.783 2.063 2.682
S -1.689 0.602 2.578
C -0.176 1.187 3.415
C 0.797 1.955 2.533
S 1.473 0.887 1.226
C 2.519 2.050 0.302
C 1.789 3.176 -0.415
S 0.689 2.555 -1.734
H 0.013 4.806 -2.216
H -1.206 3.577 -2.609
H -2.200 4.750 -0.775
H -0.669 4.882 0.108
H -3.224 3.895 1.612
H -1.626 3.887 2.382
H -3.736 1.679 2.319
H -2.885 2.329 3.734
H 0.290 0.279 3.801
H -0.484 1.808 4.257
H 1.635 2.329 3.126
H 0.290 2.786 2.051
H 3.054 1.420 -0.412
H 3.243 2.461 1.007
H 2.519 3.840 -0.880
H 1.184 3.751 0.286
C 0.688 -2.625 1.376
C -0.528 -3.089 0.629
C -0.896 -4.448 0.652
C -1.958 -4.866 -0.094
C -2.710 -3.935 -0.842
C -3.807 -4.321 -1.634
C -4.518 -3.365 -2.310
C -4.169 -2.015 -2.211
C -3.092 -1.581 -1.451
S -2.760 0.117 -1.325
C -2.327 -2.570 -0.756
N -1.223 -2.196 -0.048
H 1.442 -3.408 1.419
H 0.414 -2.357 2.400
H 1.123 -1.750 0.898
H -0.324 -5.147 1.247
H -2.234 -5.913 -0.133
H -4.070 -5.370 -1.692
H -5.358 -3.656 -2.927
H -4.739 -1.261 -2.738
Te 0.935 -1.321 -2.967
C 2.839 -1.172 -2.023
C 3.694 -0.117 -2.339
C 4.943 -0.008 -1.743
C 5.361 -0.959 -0.823
C 4.527 -2.026 -0.517
C 3.281 -2.134 -1.118
H 3.375 0.614 -3.073
H 5.594 0.817 -2.007
H 6.335 -0.875 -0.357
H 4.860 -2.777 0.190
H 2.648 -2.987 -0.903
```

Its HOMO-LUMO gap is 6.991 eV. The value obtained for the molecular weight is 643.74 g mol⁻¹. Its energy is -3445.8427 a.u. The value obtained for the lowest unoccupied orbital energy is 0.0063 hartree.

Formally, the natural (NBO) partial charges of the atoms, in units of the elementary charge, are as follows:
1. Mg 1.54
2. C -0.53
3. C -0.55
4. S 0.21
5. C -0.55
6. C -0.53
7. S 0.22
8. C -0.54
9. C -0.54
10. S 0.17
11. C -0.54
12. C -0.54
13. S 0.21
14. H 0.22
15. H 0.25
16. H 0.23
17. H 0.20
18. H 0.23
19. H 0.20
20. H 0.24
21. H 0.22
22. H 0.23
23. H 0.22
24. H 0.22
25. H 0.22
26. H 0.26
27. H 0.23
28. H 0.23
29. H 0.21
30. C -0.64
31. C 0.26
32. C -0.27
33. C -0.12
34. C -0.01
35. C -0.25
36. C -0.18
37. C -0.23
38. C -0.15
39. S -0.53
40. C 0.11
41. N -0.59
42. H 0.23
43. H 0.23
44. H 0.22
45. H 0.22
46. H 0.22
47. H 0.21
48. H 0.21
49. H 0.22
50. Te -0.43
51. C -0.22
52. C -0.28
53. C -0.22
54. C -0.25
55. C -0.15
56. C -0.29
57. H 0.22
58. H 0.21
59. H 0.21
60. H 0.20
61. H 0.21

Calculated ΔE to the lowest compared entry with this formula, charge and spin in order - 354.3; 509.4; 19.3 kJ/mol